Formula: C42H89BrFN2O20P
Source: OMol25
Level of theory: ωB97M-V/def2-TZVPD

Geometry as XYZ:
```
156
Properties=species:S:1:pos:R:3:forces:R:3
C 5.571 0.171 -1.551 0.6 0.0 -0.2
C 4.910 0.558 -2.961 2.5 0.0 -0.2
O 3.482 0.857 -2.915 -0.3 0.6 3.0
C 3.073 1.310 -1.622 -1.3 -0.5 1.8
C 2.194 0.370 -0.719 1.0 4.1 0.2
P 1.666 -1.311 -1.385 1.7 -3.2 -0.9
O 2.799 -2.322 -1.126 -3.2 2.7 -0.7
O 1.358 -1.150 -3.080 -0.4 1.2 3.8
O 0.179 -1.874 -0.721 2.2 2.9 -1.4
C 1.803 0.914 0.728 2.2 3.4 -1.7
Br 0.742 -0.167 2.012 1.2 1.3 -1.5
C 2.256 2.332 1.157 -0.1 -2.2 -1.9
C 3.111 3.302 0.234 -1.2 -2.4 0.4
N 3.432 4.595 0.781 2.2 -1.1 -5.9
C 4.195 5.317 -0.184 -0.1 -0.8 0.2
C 4.655 4.800 -1.578 -1.3 -2.4 0.5
F 5.456 5.653 -2.406 -2.2 -2.3 2.3
N 4.333 3.513 -2.079 -0.5 3.4 3.9
C 3.524 2.762 -1.156 -0.3 -0.3 0.6
H 6.646 -0.211 -1.757 -1.8 0.6 0.2
H 4.997 -0.683 -1.043 0.8 1.3 -0.7
H 5.713 1.078 -0.843 -0.5 -1.5 -1.2
H 5.140 -0.312 -3.692 -1.1 1.3 1.2
H 5.460 1.472 -3.416 -1.0 -1.4 0.9
H 0.852 -0.291 -3.139 0.6 -0.9 -0.5
H -0.422 -1.079 -0.741 0.4 -1.2 0.2
H 1.943 2.680 2.213 0.7 -0.6 -2.0
H 4.542 6.377 0.119 -0.7 -2.0 -0.6
C 3.678 2.359 4.600 -0.1 0.0 -0.1
O 2.504 1.557 4.633 0.3 0.0 0.2
C 2.696 0.347 5.365 -0.6 0.1 0.0
C 2.080 0.440 6.758 0.6 -0.1 0.0
O 2.777 1.381 7.572 -0.3 0.1 -0.3
C 2.085 2.618 7.678 0.2 0.0 0.1
H 3.407 3.345 4.216 0.0 -0.1 0.0
H 4.115 2.482 5.594 0.0 -0.1 0.0
H 4.414 1.911 3.924 0.1 0.1 0.1
H 3.758 0.089 5.422 0.0 0.1 0.1
H 2.186 -0.445 4.808 0.0 0.0 0.0
H 2.174 -0.535 7.247 0.0 0.0 0.0
H 1.014 0.685 6.700 0.0 0.0 -0.1
H 1.215 2.501 8.332 -0.1 0.1 0.0
H 1.766 2.992 6.701 0.0 -0.1 0.0
H 2.762 3.349 8.125 0.0 -0.1 0.0
C 0.642 3.457 -3.491 0.2 -0.1 0.0
O -0.171 2.368 -3.913 -0.1 0.3 0.1
C -1.562 2.687 -3.885 0.1 -0.4 -0.4
C -2.090 2.986 -5.285 0.0 0.5 0.3
O -1.530 4.190 -5.804 0.2 -0.4 0.0
C -0.490 3.941 -6.741 0.0 0.2 0.0
H 1.680 3.222 -3.735 -0.1 -0.1 0.0
H 0.369 4.388 -3.993 -0.1 0.0 0.0
H 0.557 3.582 -2.405 0.0 0.1 0.0
H -1.759 3.523 -3.206 0.0 0.0 -0.1
H -2.083 1.807 -3.494 -0.1 0.0 0.0
H -3.172 3.138 -5.225 0.0 0.0 0.0
H -1.906 2.144 -5.961 0.1 0.0 0.1
H -0.917 3.582 -7.682 0.1 -0.1 0.0
H 0.234 3.215 -6.362 -0.1 0.0 0.0
H 0.030 4.883 -6.930 -0.1 0.0 0.0
C -5.233 1.605 3.305 -0.1 0.1 0.1
O -4.907 0.886 4.486 0.2 -0.1 -0.4
C -4.308 -0.378 4.200 0.1 0.2 0.6
C -2.796 -0.330 4.396 -0.2 -0.1 -0.6
O -2.181 0.511 3.422 -0.2 0.1 0.3
C -1.835 1.785 3.951 0.1 0.0 -0.1
H -5.485 2.629 3.587 0.0 -0.1 0.1
H -4.395 1.634 2.603 0.0 0.0 0.0
H -6.105 1.149 2.823 0.0 0.0 -0.1
H -4.560 -0.712 3.188 0.1 0.1 0.0
H -4.731 -1.099 4.907 0.0 0.0 0.0
H -2.392 -1.336 4.250 0.0 0.0 0.0
H -2.541 -0.009 5.411 -0.1 0.1 0.0
H -0.965 1.691 4.608 0.0 0.1 0.1
H -2.666 2.237 4.500 0.0 -0.1 0.0
H -1.574 2.440 3.117 0.0 -0.1 0.0
C -6.873 -0.052 -2.509 -0.2 0.0 0.1
O -6.804 -0.802 -1.304 0.3 0.0 -0.3
C -5.781 -1.796 -1.341 -0.2 0.2 0.5
C -4.549 -1.351 -0.558 0.1 -0.2 -0.6
O -3.902 -0.247 -1.191 -0.2 0.1 0.2
C -4.195 0.988 -0.552 0.1 0.0 -0.1
H -7.518 0.811 -2.336 0.0 -0.1 0.1
H -5.889 0.307 -2.822 0.0 -0.1 0.0
H -7.313 -0.665 -3.303 0.1 0.1 -0.1
H -5.518 -2.048 -2.373 0.1 0.1 0.0
H -6.190 -2.693 -0.869 0.0 0.0 0.0
H -3.829 -2.175 -0.541 0.0 0.0 0.0
H -4.809 -1.111 0.478 -0.1 0.0 -0.1
H -3.657 1.050 0.399 -0.1 0.1 0.1
H -5.268 1.113 -0.380 0.0 0.0 0.0
H -3.853 1.797 -1.201 0.0 -0.1 0.0
C 3.770 10.479 -4.779 -0.1 0.0 0.1
O 4.109 9.761 -3.601 0.2 -0.1 -0.4
C 4.710 8.499 -3.890 0.1 0.2 0.5
C 6.224 8.551 -3.705 -0.1 -0.2 -0.6
O 6.836 9.391 -4.682 -0.2 0.2 0.4
C 7.183 10.665 -4.156 0.0 -0.1 -0.2
H 3.518 11.503 -4.493 0.0 -0.1 0.1
H 4.600 10.512 -5.490 0.0 -0.1 0.0
H 2.894 10.022 -5.253 0.0 0.0 -0.1
H 4.450 8.164 -4.899 0.1 0.1 0.0
H 4.295 7.779 -3.179 0.0 0.0 0.0
H 6.629 7.545 -3.852 0.0 0.0 0.0
H 6.485 8.873 -2.692 -0.1 0.1 0.0
H 8.055 10.571 -3.502 0.0 0.1 0.1
H 6.354 11.117 -3.606 0.0 -0.1 0.0
H 7.442 11.319 -4.992 0.0 -0.1 0.0
C 4.361 -7.047 0.534 -0.2 -0.1 0.0
O 3.336 -6.627 -0.354 0.4 0.0 0.1
C 3.581 -5.325 -0.890 -0.5 -0.2 -0.4
C 4.108 -5.406 -2.320 0.3 0.4 0.4
O 5.413 -5.984 -2.360 -0.2 -0.4 0.0
C 5.388 -7.342 -2.775 0.2 0.2 0.1
H 4.223 -8.112 0.735 -0.1 0.1 0.0
H 5.356 -6.902 0.104 0.0 0.1 0.0
H 4.282 -6.498 1.479 0.1 0.0 0.0
H 4.267 -4.762 -0.251 0.0 0.0 -0.1
H 2.623 -4.799 -0.900 0.1 0.1 0.0
H 4.198 -4.390 -2.716 -0.1 0.0 0.1
H 3.415 -5.958 -2.963 0.0 -0.1 0.1
H 5.188 -7.399 -3.849 -0.1 -0.1 0.0
H 4.638 -7.920 -2.228 0.0 0.0 0.0
H 6.371 -7.776 -2.579 0.0 0.1 0.0
C -9.711 -2.451 4.107 0.0 -0.1 0.1
O -8.937 -1.918 5.172 -0.1 0.2 -0.4
C -8.160 -0.793 4.767 -0.1 0.0 0.6
C -8.797 0.515 5.228 0.1 0.0 -0.6
O -10.028 0.758 4.551 0.0 -0.3 0.3
C -11.157 0.451 5.358 0.0 0.1 -0.2
H -10.429 -3.159 4.527 0.1 0.0 0.0
H -10.264 -1.672 3.575 0.1 0.0 0.0
H -9.060 -2.986 3.407 -0.1 0.0 -0.1
H -8.006 -0.793 3.683 -0.1 0.1 0.0
H -7.181 -0.893 5.246 0.0 0.1 0.0
H -8.125 1.340 4.973 0.1 0.0 0.0
H -8.938 0.521 6.314 0.0 -0.1 -0.1
H -11.281 1.216 6.130 -0.1 -0.1 0.1
H -11.068 -0.534 5.824 0.0 0.1 0.0
H -12.043 0.453 4.719 0.1 0.1 0.0
C -0.464 -11.749 -1.727 0.0 0.1 -0.2
O -0.299 -10.429 -2.225 0.0 -0.2 0.4
C -0.285 -9.454 -1.182 0.4 0.2 -0.5
C 1.136 -8.990 -0.876 -0.4 -0.2 0.5
O 1.911 -10.041 -0.297 0.0 0.0 -0.4
C 2.793 -10.639 -1.236 0.0 0.0 0.2
H -0.255 -12.449 -2.539 0.0 0.1 0.0
H 0.220 -11.962 -0.902 0.0 0.0 0.0
H -1.499 -11.894 -1.397 0.0 -0.1 0.1
H -0.774 -9.838 -0.281 0.1 0.0 0.0
H -0.863 -8.597 -1.541 0.0 0.0 0.0
H 1.090 -8.186 -0.137 0.0 0.0 -0.1
H 1.622 -8.594 -1.773 -0.1 -0.1 0.0
H 3.628 -9.962 -1.444 0.0 0.0 -0.1
H 2.283 -10.895 -2.169 0.0 0.1 0.0
H 3.189 -11.556 -0.794 -0.1 0.1 0.1
```
Positions in Å, forces in eV/Å.

Its energy above the lowest of the compared OMol25 structures with the same formula, charge and spin is 108.8 kcal/mol. As for the SMILES: CCOc1c(P(=O)(O)O)c(Br)cc2ncc(F)nc12.COCCOC.COCCOC.COCCOC.COCCOC.COCCOC.COCCOC.COCCOC.COCCOC. The calculation puts the calculated total energy at -170961.63102 eV. The LUMO energy is -1.855 eV. As for the spin multiplicity: 1.